{"formula": "C35H31BClMgN9OS2", "method": "ωB97M-V with the def2-TZVPD basis set", "multiplicity": 1, "energy_ev": -92576.735, "fmax_ev_per_a": 0.7, "elements": ["Mg", "Cl", "C", "C", "C", "C", "O", "C", "C", "N", "C", "C", "C", "C", "C", "C", "C", "C", "N", "C", "C", "H", "H", "H", "H", "H", "H", "H", "H", "H", "H", "C", "N", "C", "C", "N", "B", "N", "C", "C", "N", "C", "C", "S", "C", "S", "H", "H", "H", "H", "H", "H", "H", "H", "H", "H", "H", "H", "C", "C", "N", "C", "C", "C", "C", "C", "C", "C", "C", "N", "C", "N", "H", "H", "H", "H", "H", "H", "H", "H", "H"], "coordinates": [[-0.112644, -0.599257, 0.517475], [-7.194854, 1.283084, -0.970483], [-5.538506, 1.036475, -0.480292], [-4.860579, 2.066419, 0.202064], [-3.558953, 1.909858, 0.589520], [-2.846947, 0.707989, 0.306662], [-1.611730, 0.588162, 0.592084], [-3.562655, -0.329866, -0.343401], [-2.975563, -1.612022, -0.542940], [-1.803384, -2.014829, -0.155873], [-1.529109, -3.403489, -0.300307], [-2.437422, -4.375716, -0.650018], [-2.066361, -5.727221, -0.786977], [-0.782812, -6.118007, -0.556082], [0.170344, -5.159705, -0.146222], [1.507960, -5.516834, 0.135943], [2.376450, -4.559753, 0.549319], [1.915069, -3.235483, 0.688847], [0.686016, -2.845294, 0.442485], [-0.197797, -3.804971, 0.003929], [-4.905428, -0.140106, -0.741029], [-5.385926, 2.990915, 0.407147], [-3.022725, 2.701789, 1.097512], [-3.635075, -2.312569, -1.053926], [-3.473725, -4.126010, -0.820186], [-2.816083, -6.452754, -1.075382], [-0.480736, -7.152955, -0.665419], [1.816818, -6.549477, 0.017282], [3.410399, -4.783066, 0.776372], [2.603225, -2.468035, 1.009697], [-5.430849, -0.937563, -1.254955], [3.673066, 2.209928, -1.756939], [3.602493, 2.001654, -0.322590], [4.061728, 2.906020, 0.610324], [3.842785, 2.348733, 1.812227], [3.258968, 1.101717, 1.631124], [3.265389, 0.299420, 3.036236], [2.623953, -1.117713, 3.154717], [3.403401, -2.209430, 3.508527], [2.589300, -3.230871, 3.827228], [1.296342, -2.762858, 3.670535], [0.091651, -3.548004, 3.875956], [1.321637, -1.462671, 3.287751], [-0.067694, -0.485125, 3.031484], [3.112621, 0.896988, 0.309073], [2.382580, -0.395872, -0.581317], [3.517203, 3.266756, -1.964535], [2.898202, 1.622310, -2.239441], [4.641791, 1.899292, -2.147709], [4.484910, 3.856335, 0.333446], [4.052403, 2.723903, 2.799011], [4.440089, 0.129307, 3.285044], [2.721233, 1.040065, 3.823715], [4.477069, -2.152887, 3.497842], [2.802142, -4.240010, 4.134915], [0.279653, -4.573759, 3.561960], [-0.706365, -3.117854, 3.277058], [-0.209362, -3.534186, 4.922905], [0.320783, 4.201048, 1.261262], [0.401064, 2.820333, 1.335610], [0.491720, 2.044146, 0.249920], [0.474744, 2.634779, -0.937819], [0.388725, 4.010790, -1.124105], [0.331013, 4.803223, 0.014256], [0.467126, 4.632183, -2.465830], [-0.175744, 4.346696, -3.598792], [-1.263963, 3.381539, -3.861378], [-1.812986, 3.326149, -5.137424], [-2.844203, 2.433760, -5.351850], [-3.321390, 1.646789, -4.389744], [-2.733465, 1.781144, -3.200553], [-1.731766, 2.597658, -2.887339], [0.265379, 4.790269, 2.167439], [0.389900, 2.306053, 2.290494], [0.550760, 1.977479, -1.797733], [0.285653, 5.883107, -0.079830], [1.175947, 5.454627, -2.528000], [0.091181, 4.941198, -4.466405], [-1.443457, 3.958515, -5.933949], [-3.308757, 2.342871, -6.328270], [-3.111861, 1.154730, -2.401342]], "forces_ev_per_angstrom": [[0.4, -0.3, 0.1], [0.1, 0.0, 0.0], [0.0, 0.1, 0.0], [0.0, 0.0, 0.0], [0.0, 0.0, 0.0], [0.2, 0.1, -0.1], [-0.6, 0.4, 0.1], [0.0, -0.1, 0.0], [0.1, 0.0, 0.0], [0.0, -0.3, -0.2], [0.0, 0.3, 0.1], [0.0, -0.1, 0.0], [-0.1, 0.1, 0.0], [0.0, 0.0, 0.0], [0.0, 0.0, 0.0], [0.0, -0.1, 0.0], [0.1, 0.0, 0.1], [-0.1, 0.2, 0.1], [-0.1, -0.5, -0.4], [0.2, 0.2, 0.1], [0.0, -0.1, -0.1], [0.0, 0.0, 0.0], [0.0, 0.0, 0.0], [0.0, 0.0, 0.0], [0.0, 0.0, 0.0], [0.0, 0.0, 0.0], [0.0, 0.0, 0.0], [0.0, 0.0, 0.0], [0.0, 0.0, 0.0], [0.0, 0.0, 0.0], [0.0, 0.0, 0.0], [0.0, 0.0, 0.1], [0.1, 0.0, -0.2], [-0.1, 0.0, -0.1], [-0.2, -0.1, 0.0], [0.2, -0.1, 0.3], [-0.1, 0.0, 0.0], [0.0, 0.0, 0.0], [-0.1, 0.2, -0.2], [-0.2, -0.1, 0.0], [-0.2, -0.1, 0.1], [0.1, 0.0, 0.0], [0.3, 0.0, -0.1], [0.4, -0.1, -0.1], [-0.1, 0.2, 0.0], [0.0, 0.0, 0.5], [0.0, 0.0, 0.0], [0.0, 0.0, 0.0], [0.0, 0.0, 0.0], [0.0, -0.1, 0.0], [0.0, -0.1, 0.0], [-0.1, 0.1, 0.0], [0.0, -0.1, -0.1], [0.0, 0.0, 0.0], [0.0, 0.0, 0.0], [0.0, 0.0, 0.0], [0.0, 0.0, 0.0], [0.0, 0.0, 0.0], [0.0, 0.0, 0.1], [0.0, -0.1, -0.2], [0.1, 0.3, 0.2], [0.0, -0.3, 0.0], [0.0, 0.1, -0.2], [0.0, 0.1, 0.0], [0.0, -0.1, 0.3], [-0.1, -0.1, -0.1], [0.2, 0.1, 0.1], [0.0, 0.0, -0.1], [-0.1, -0.1, 0.0], [0.1, 0.1, 0.1], [0.0, 0.1, -0.1], [-0.2, -0.1, 0.0], [0.0, 0.0, 0.0], [0.0, 0.0, 0.0], [0.0, 0.0, 0.1], [0.0, 0.0, 0.0], [0.0, 0.0, 0.0], [0.0, 0.0, 0.0], [0.0, 0.0, 0.0], [0.0, 0.0, 0.0], [0.0, 0.0, 0.0]], "nbo_charge": [1.731, -0.019, -0.110, -0.177, -0.272, 0.428, -0.863, -0.207, 0.194, -0.613, 0.120, -0.231, -0.193, -0.200, -0.116, -0.115, -0.294, 0.159, -0.576, 0.215, -0.176, 0.226, 0.225, 0.157, 0.211, 0.219, 0.215, 0.216, 0.228, 0.223, 0.219, -0.408, -0.367, -0.093, -0.043, -0.495, 0.207, -0.522, -0.043, -0.105, -0.368, -0.411, 0.297, -0.441, 0.315, -0.494, 0.206, 0.245, 0.207, 0.224, 0.236, -0.060, -0.042, 0.237, 0.227, 0.207, 0.248, 0.212, -0.258, 0.052, -0.466, 0.056, -0.063, -0.170, -0.148, -0.223, 0.192, -0.293, 0.075, -0.446, 0.263, -0.455, 0.220, 0.224, 0.206, 0.211, 0.205, 0.206, 0.221, 0.196, 0.192]}